# C48H142N12O17

A cluster of 17 separate species, C48H142N12O17 in total at a distorted geometry (ωB97M-V/def2-TZVPD, OMol25).

Last column: Mulliken charge in e.
Element x y z (Å)
C (-2.49141, -12.25180, 1.77184)  -1.43
C (-1.15184, -12.16601, 0.99181)  0.71
C (-0.55923, -10.76353, 1.13124)  -0.81
O (-1.41719, -9.68496, 0.70631)  -0.31
C (-2.18354, -9.11027, 1.80105)  -0.75
N (-0.24419, -13.16890, 1.50581)  -0.76
H (-3.32309, -11.73916, 1.28851)  0.27
H (-2.39270, -11.82997, 2.77205)  0.34
H (-2.77249, -13.29861, 1.88709)  0.42
H (-1.39346, -12.39859, -0.04531)  0.24
H (0.35216, -10.79694, 0.53429)  0.30
H (-0.20767, -10.66568, 2.15834)  0.39
H (-2.31514, -8.03161, 1.71587)  0.25
H (-1.78181, -9.22116, 2.80824)  0.33
H (-3.16365, -9.58721, 1.80315)  0.27
H (0.43057, -13.32733, 0.77118)  0.28
H (-0.77106, -14.03057, 1.51340)  0.27
C (-1.89563, 3.42813, 7.26748)  -1.35
C (-3.39117, 3.21237, 7.56866)  0.52
C (-3.94902, 4.13837, 8.64551)  -0.66
O (-3.26386, 3.97810, 9.89327)  -0.32
C (-3.53332, 4.91466, 10.89901)  -0.69
N (-4.13824, 3.27904, 6.27829)  -0.75
H (-1.73962, 4.46837, 6.98173)  0.31
H (-1.52080, 2.85701, 6.41812)  0.36
H (-1.33324, 3.16517, 8.16341)  0.32
H (-3.46519, 2.19550, 7.95416)  0.21
H (-5.02512, 4.04122, 8.78922)  0.38
H (-3.76444, 5.15193, 8.28949)  0.35
H (-4.61522, 5.04250, 10.86335)  0.29
H (-3.07511, 5.84082, 10.55204)  0.30
H (-3.07720, 4.59826, 11.83706)  0.22
H (-3.95138, 2.45865, 5.71959)  0.27
H (-5.12087, 3.18963, 6.49407)  0.25
C (3.31922, 11.58877, -2.94462)  -1.43
C (1.86297, 11.33099, -2.60316)  0.62
C (1.60427, 9.86947, -2.26678)  -0.75
O (1.95223, 8.98732, -3.30585)  -0.33
C (1.81034, 7.60105, -3.02321)  -0.76
N (1.49090, 12.24032, -1.53305)  -0.61
H (3.72196, 10.95211, -3.73239)  0.37
H (4.01266, 11.19918, -2.19935)  0.35
H (3.49590, 12.63202, -3.20636)  0.35
H (1.26400, 11.54291, -3.48884)  0.14
H (0.54697, 9.65849, -2.10639)  0.37
H (2.08785, 9.52467, -1.35280)  0.36
H (2.66417, 7.17653, -2.49512)  0.31
H (1.83626, 7.06733, -3.97326)  0.25
H (0.90190, 7.27377, -2.51750)  0.30
H (0.49661, 12.25658, -1.35640)  0.23
H (1.75565, 13.20224, -1.69029)  0.23
C (-8.32283, 3.25232, 0.21047)  -1.54
C (-6.84874, 3.78133, -0.04870)  0.47
C (-5.99991, 2.86255, -0.95088)  -0.87
O (-6.61230, 2.55284, -2.15891)  -0.34
C (-5.68971, 1.99267, -3.05287)  -0.79
N (-7.04567, 5.10814, -0.64366)  -0.75
H (-8.81235, 3.95242, 0.88746)  0.45
H (-8.23907, 2.32420, 0.77585)  0.34
H (-8.92498, 3.01586, -0.66681)  0.38
H (-6.35246, 3.73051, 0.92043)  0.27
H (-5.69250, 1.94452, -0.45009)  0.50
H (-5.11779, 3.46852, -1.15764)  0.41
H (-5.21811, 1.10262, -2.63629)  0.31
H (-4.84773, 2.58705, -3.40764)  0.32
H (-6.27574, 1.76320, -3.94282)  0.26
H (-6.78726, 5.10806, -1.62004)  0.31
H (-8.04944, 5.14625, -0.74890)  0.28
C (0.77916, -3.17755, -1.28722)  -1.36
C (-0.55283, -2.89850, -0.61295)  0.44
C (-0.86600, -1.33531, -0.73313)  -0.59
O (0.01835, -0.58667, 0.06031)  -0.22
C (-0.43286, 0.69796, 0.39168)  -0.79
N (-1.66719, -3.51828, -1.20615)  -0.50
H (0.72701, -2.95380, -2.35272)  0.33
H (1.10926, -4.21527, -1.23978)  0.39
H (1.54660, -2.56630, -0.81234)  0.30
H (-0.47991, -3.15172, 0.44472)  0.20
H (-1.81615, -1.06426, -0.27285)  0.24
H (-0.94925, -0.97585, -1.75878)  0.32
H (0.21355, 1.14151, 1.14899)  0.25
H (-1.41595, 0.66477, 0.86128)  0.31
H (-0.52269, 1.37726, -0.45601)  0.31
H (-1.44069, -4.50042, -1.14144)  0.24
H (-2.55910, -3.40072, -0.74704)  0.15
C (0.91135, 1.91369, -6.10518)  -1.26
C (0.24392, 2.09236, -7.53299)  0.22
C (0.07642, 3.58645, -8.04706)  -0.72
O (1.29049, 4.29756, -8.18151)  -0.30
C (1.14270, 5.56349, -8.73602)  -0.79
N (0.94772, 1.18026, -8.45708)  -0.63
H (0.74358, 0.91366, -5.70532)  0.31
H (0.67318, 2.64465, -5.33248)  0.35
H (1.97940, 2.09285, -6.22879)  0.29
H (-0.73066, 1.67875, -7.27372)  0.30
H (-0.53975, 4.00553, -7.25158)  0.36
H (-0.52342, 3.73079, -8.94565)  0.42
H (0.42243, 6.12938, -8.14520)  0.32
H (0.68099, 5.53568, -9.72302)  0.32
H (2.05763, 6.12476, -8.92573)  0.28
H (0.42975, 1.04247, -9.31312)  0.24
H (1.84637, 1.60273, -8.64162)  0.26
C (0.07359, 13.32543, 4.08124)  -1.34
C (0.79120, 12.00031, 4.09108)  0.41
C (0.01141, 10.67709, 3.92969)  -0.61
O (0.99225, 9.67855, 3.92880)  -0.34
C (0.52535, 8.50456, 3.24470)  -0.76
N (1.78936, 12.15834, 3.04357)  -0.68
H (-0.25720, 13.53790, 3.06461)  0.33
H (0.69561, 14.16684, 4.38655)  0.33
H (-0.74355, 13.27670, 4.80098)  0.36
H (1.32641, 11.98881, 5.04055)  0.22
H (-0.51209, 10.76474, 2.97766)  0.33
H (-0.66091, 10.51676, 4.77253)  0.33
H (-0.39534, 8.05645, 3.61839)  0.31
H (1.34825, 7.80204, 3.11269)  0.31
H (0.41834, 8.73541, 2.18481)  0.27
H (1.41085, 12.46972, 2.16046)  0.22
H (2.09451, 11.21001, 2.87731)  0.29
C (7.95132, -2.94872, -1.48021)  -1.43
C (9.39515, -2.67859, -1.87823)  0.48
C (10.24522, -2.04453, -0.77395)  -0.72
O (11.43097, -1.56786, -1.33102)  -0.31
C (12.43073, -0.98429, -0.46815)  -0.77
N (10.06269, -3.83039, -2.39025)  -0.77
H (7.37254, -2.07445, -1.18225)  0.35
H (8.00839, -3.65461, -0.65162)  0.31
H (7.42095, -3.45153, -2.28892)  0.35
H (9.38561, -1.92541, -2.66610)  0.30
H (10.42653, -2.83783, -0.04875)  0.28
H (9.84258, -1.23274, -0.16820)  0.44
H (12.62474, -1.61158, 0.40189)  0.32
H (12.19374, -0.03672, 0.01566)  0.28
H (13.37613, -0.77306, -0.96783)  0.28
H (10.14266, -4.42450, -1.57742)  0.29
H (11.02961, -3.56537, -2.51251)  0.33
C (-6.64015, -2.01987, 4.77088)  -1.49
C (-5.75437, -2.43115, 3.62133)  0.60
C (-6.51047, -2.46939, 2.30385)  -0.82
O (-5.83296, -3.02598, 1.25780)  -0.26
C (-6.70053, -3.18680, 0.08383)  -0.75
N (-4.47276, -1.66574, 3.60096)  -0.70
H (-6.23707, -2.03245, 5.78353)  0.36
H (-7.57673, -2.55567, 4.92521)  0.37
H (-6.89856, -0.97755, 4.58410)  0.34
H (-5.44298, -3.47407, 3.68000)  0.28
H (-6.90554, -1.47395, 2.10104)  0.35
H (-7.34352, -3.14996, 2.47979)  0.35
H (-7.46627, -3.94450, 0.25005)  0.31
H (-6.08208, -3.50939, -0.75376)  0.24
H (-7.22286, -2.25620, -0.13815)  0.32
H (-3.83106, -2.20167, 4.16759)  0.26
H (-4.16954, -1.78135, 2.64450)  0.24
C (6.43915, 4.39775, 0.76331)  -1.49
C (7.20745, 3.94707, -0.43583)  0.50
C (8.70499, 4.14726, -0.46764)  -0.62
O (9.05343, 5.52220, -0.65143)  -0.35
C (10.49168, 5.62992, -0.81362)  -0.69
N (6.91870, 2.55525, -0.75089)  -0.68
H (5.35837, 4.39091, 0.62190)  0.33
H (6.79676, 5.34945, 1.15634)  0.37
H (6.73723, 3.66696, 1.51511)  0.34
H (6.74399, 4.57597, -1.19596)  0.20
H (9.05322, 3.56333, -1.31963)  0.44
H (9.10249, 3.67958, 0.43312)  0.33
H (10.76240, 6.55551, -1.32165)  0.25
H (10.93502, 4.76490, -1.30689)  0.30
H (10.92169, 5.79080, 0.17496)  0.27
H (7.48136, 1.97067, -0.14941)  0.23
H (5.99231, 2.32905, -0.41811)  0.28
C (1.53978, -2.31633, 6.85035)  -1.52
C (1.21774, -3.14251, 5.58698)  0.58
C (2.17784, -4.19313, 5.04756)  -0.72
O (3.42997, -3.61786, 4.77435)  -0.30
C (4.30422, -4.37569, 3.98579)  -0.81
N (-0.05409, -3.74246, 5.97168)  -0.76
H (2.30774, -1.62402, 6.50534)  0.34
H (1.88673, -2.93176, 7.68039)  0.34
H (0.72054, -1.70577, 7.23004)  0.45
H (1.12501, -2.42279, 4.77365)  0.19
H (1.75523, -4.65298, 4.15422)  0.39
H (2.45499, -5.04023, 5.67501)  0.34
H (3.91649, -4.41225, 2.96772)  0.33
H (4.49567, -5.36904, 4.39163)  0.33
H (5.27833, -3.90628, 3.84851)  0.26
H (-0.62768, -3.24163, 6.63521)  0.29
H (0.26754, -4.48684, 6.57380)  0.29
C (-6.04146, -8.91210, -3.76479)  -1.37
C (-5.36040, -10.05633, -4.48562)  0.24
C (-6.22607, -10.74738, -5.57509)  -0.64
O (-7.43283, -11.22508, -4.95484)  -0.30
C (-8.32180, -11.95566, -5.82943)  -0.76
N (-4.09379, -9.56251, -5.01510)  -0.67
H (-6.21229, -8.07640, -4.44340)  0.32
H (-5.46781, -8.60793, -2.88928)  0.29
H (-7.05491, -8.98633, -3.37044)  0.36
H (-5.05883, -10.80625, -3.75432)  0.35
H (-5.63608, -11.49565, -6.10433)  0.39
H (-6.54059, -9.94517, -6.24266)  0.33
H (-9.10296, -12.52185, -5.32220)  0.26
H (-7.75174, -12.70892, -6.37326)  0.31
H (-8.84788, -11.32041, -6.54204)  0.30
H (-3.67407, -10.39360, -5.40654)  0.29
H (-4.52636, -9.11044, -5.80794)  0.31
O (-3.09127, -2.66523, -5.13339)  -0.66
H (-2.37083, -2.57870, -5.75766)  0.32
H (-2.67128, -2.94255, -4.31918)  0.31
O (3.43962, -7.61288, -4.90693)  -0.64
H (4.23666, -7.94988, -4.49779)  0.31
H (2.77763, -7.65941, -4.21711)  0.32
O (0.46325, -3.12305, -7.14361)  -0.63
H (1.30015, -3.56732, -7.27946)  0.30
H (0.58520, -2.25718, -7.53303)  0.32
O (3.65270, -0.10646, 2.54331)  -0.62
H (2.86439, -0.36970, 2.06843)  0.30
H (3.98578, -0.91886, 2.92447)  0.32
O (0.05188, -8.55543, -3.10021)  -0.62
H (-0.68869, -8.60205, -3.70485)  0.31
H (-0.32732, -8.74225, -2.24141)  0.32

ΔE to the lowest compared entry with this formula, charge and spin in kcal per mole: 119.9
Kohn-Sham gap in Ha: 0.333